# 1
This record from the Open Molecules 2025 dataset describes a 9-piece molecular cluster, C34H66F2O18 overall at a distorted geometry. The level of theory is the ωB97M-V functional and the def2-TZVPD basis.

The molar mass comes out at 800.9 u. The LUMO energy comes out at 0.0 eV. The HOMO energy comes out at -9.6 eV. For the orbital gap, the calculation gives 9.631 eV. As for the structure (SMILES): O=C1OC[C@@H](F)O1.O=C1OC[C@@H](F)O1.CCOC(C)=O.CCOC(C)=O.CCOC(C)=O.CCOC(C)=O.CCOC(C)=O.CCOCC.CCOCC. The spin multiplicity is 1.

Geometry as XYZ:
```
120
Properties=species:S:1:pos:R:3:forces:R:3:mulliken_charge:R:1
C -8.58169 -29.31114 10.81217 1.0802 -0.5287 0.0548 0.493
C -7.75740 -28.59286 9.73477 0.0449 -0.3466 1.4342 0.291
O -7.14352 -27.55171 10.49662 0.8024 0.4083 -3.1288 -0.179
C -6.94671 -27.97256 11.70408 -0.2928 0.2331 3.9857 0.618
O -6.16377 -27.54267 12.50984 -0.9104 -0.7174 -1.1673 -0.540
O -7.94428 -28.87244 12.01849 0.3304 -0.0109 0.0727 -0.402
F -8.50796 -28.02297 8.81639 -0.9968 0.7349 -1.2624 -0.169
H -8.42655 -30.38978 10.78842 -0.3946 0.1348 -0.2119 -0.013
H -9.64278 -29.07271 10.73897 0.1116 0.1307 0.2582 -0.237
H -7.01324 -29.21768 9.24090 0.1988 0.1116 0.0508 0.124
C -12.59146 -27.11283 8.31680 0.4629 -0.3431 0.3886 -0.049
C -12.38146 -27.13808 6.83585 -0.6332 1.3259 1.2569 0.297
O -12.77419 -28.41139 6.51621 -1.2143 -0.2225 -3.3608 -0.324
C -12.73262 -29.23786 7.52017 1.2415 -6.0822 1.0478 0.575
O -12.78583 -30.52406 7.42145 -0.0586 6.6364 0.8491 -0.593
O -12.42520 -28.50549 8.61473 -0.9815 -1.0206 1.0248 -0.199
F -11.09086 -26.99579 6.56486 1.5522 0.2194 -0.8338 -0.268
H -13.59302 -26.72260 8.49760 -0.0818 -0.3513 0.5707 0.279
H -11.81665 -26.59679 8.88381 -0.1901 0.2481 -0.2196 -0.043
H -12.96742 -26.35014 6.36267 0.0396 -0.4029 -0.6454 0.336
C -9.88709 -31.67557 8.85791 1.1517 -0.6588 -1.3696 -0.819
C -10.74440 -32.28034 9.91528 0.0283 0.8254 0.2865 -0.418
O -10.83039 -31.33297 10.99687 -0.2996 -0.3449 -0.4642 -0.239
C -12.14556 -31.01496 11.32685 -1.0047 1.1680 1.6895 -0.161
C -12.19009 -30.02378 12.53133 0.6869 -0.6225 -0.6456 -0.666
H -8.87907 -32.06528 8.99964 0.4174 0.6954 -0.0329 0.352
H -10.15818 -32.05409 7.87235 -0.1950 -0.1116 -0.0660 0.379
H -9.93175 -30.59198 8.74860 -0.0099 -0.0540 0.4252 -0.008
H -11.68207 -32.50372 9.40636 -0.4761 -0.0662 0.8326 0.429
H -10.25914 -33.16521 10.32714 -0.3412 -0.2628 -0.1534 0.241
H -12.70507 -30.43109 10.59599 0.3150 -0.4914 -0.9997 0.037
H -12.70126 -31.92268 11.56206 -0.2049 -0.0929 -0.0305 0.452
H -11.32917 -29.36174 12.43836 0.0958 -0.0475 0.0922 -0.243
H -12.12216 -30.50965 13.50468 -0.1698 0.1042 -0.0260 0.346
H -13.06721 -29.38561 12.42415 -0.1664 -0.2034 0.3568 0.385
C -14.99289 -23.53703 15.25974 0.5031 0.2283 0.2268 -1.076
C -13.99024 -22.79528 14.40120 -0.5066 0.9480 0.0245 -0.131
O -13.08389 -22.20764 15.30457 0.9343 0.2350 -0.0419 -0.310
C -12.03951 -21.39601 14.74869 0.0021 -1.1073 0.1751 0.052
C -11.25701 -20.81466 15.90216 -0.5558 0.6860 -0.2378 -1.293
H -14.45892 -24.40874 15.63799 -0.7127 -0.5121 -0.1728 0.198
H -15.20971 -22.95626 16.15629 -0.0023 0.2903 -0.1316 0.285
H -15.94283 -23.68887 14.74724 0.2345 -0.5990 -0.0213 0.365
H -13.51560 -23.41637 13.64154 0.3468 -0.3832 0.1337 0.080
H -14.48297 -22.00546 13.83418 -0.2187 0.3011 -0.1334 0.456
H -11.37124 -21.98224 14.11794 -0.1165 -0.3816 -0.3024 -0.023
H -12.47049 -20.60084 14.14036 -0.0775 0.1218 -0.1304 0.419
H -11.01789 -21.52036 16.69772 -0.2685 -0.0722 -0.1338 0.297
H -11.93904 -20.03207 16.23456 0.4657 0.1312 0.8277 0.353
H -10.32496 -20.35944 15.56726 -0.0619 0.0700 -0.0993 0.370
O -9.66599 -23.67416 8.83320 -0.5003 1.6714 -1.5716 -0.530
C -10.01016 -22.88056 7.94831 -0.2722 -2.2824 1.3150 0.616
O -9.90196 -21.57910 7.99407 -0.1583 1.3734 0.5530 -0.295
C -9.37474 -20.81555 9.12573 1.5881 0.3641 -1.0968 0.113
C -9.64427 -19.33478 8.78006 -0.8437 -0.9519 1.0538 -1.349
C -10.74025 -23.32588 6.67335 0.5573 0.4956 0.0796 -0.760
H -8.30280 -21.00866 9.16757 0.1699 -0.0506 -0.2610 0.188
H -9.67933 -21.11566 10.12835 -0.9238 -0.1580 -0.3532 0.149
H -9.35129 -18.97465 7.79387 0.2856 -0.4479 0.1222 0.337
H -9.20935 -18.72170 9.56940 0.0909 0.1038 -0.1335 0.387
H -10.72706 -19.24408 8.86645 -0.0946 0.4239 -0.1480 0.328
H -10.95747 -22.51957 5.97278 0.1918 0.2470 0.2982 0.353
H -11.70950 -23.73416 6.95963 0.2522 -0.4447 0.0044 0.161
H -10.08153 -24.01447 6.14417 -0.3867 -0.4213 0.1831 0.256
O -10.76691 -27.38624 15.31918 -0.1401 2.9356 -1.5032 -0.628
C -10.98157 -26.20294 14.96131 -0.4215 -3.6548 1.2761 0.689
O -11.02911 -25.78339 13.70314 -0.9310 0.8601 1.1602 -0.057
C -10.60322 -26.56160 12.61618 1.7230 0.3082 -0.8435 0.165
C -10.23812 -25.49083 11.59072 -0.1659 -1.1699 -0.6485 -0.593
C -11.39751 -25.16845 15.95737 -0.1624 -0.0067 -0.1568 0.141
H -11.32073 -27.27831 12.21666 -0.2763 0.1109 0.4991 -0.139
H -9.69487 -27.06039 12.95411 -0.0935 -0.5490 -0.2373 0.295
H -9.40457 -24.90665 11.98063 -0.5092 0.3494 -0.1799 -0.435
H -11.15381 -24.97623 11.29952 0.2277 0.7321 0.4285 0.661
H -9.91714 -25.91018 10.63719 0.3332 -0.3269 0.0440 0.130
H -10.73507 -24.30415 15.91009 -0.0386 -0.0013 0.2646 0.038
H -11.45568 -25.65642 16.93031 0.3629 0.2840 -0.0194 0.297
H -12.40305 -24.82069 15.72063 0.1001 0.1110 -0.1706 -0.651
O -4.83370 -24.80499 11.32585 -2.0258 1.2082 -1.1343 -0.574
C -5.67502 -24.25840 10.62252 1.1083 -0.0167 0.3203 0.715
O -6.76832 -23.56029 11.05522 0.1638 -0.7415 -1.4604 0.011
C -7.01274 -23.43713 12.41841 -0.5767 1.0699 1.6732 -0.449
C -8.31625 -22.63258 12.70426 0.1970 0.0233 0.1190 -0.929
C -5.59864 -24.18595 9.09269 -0.0150 0.0299 0.0253 -0.945
H -6.18637 -22.84248 12.80777 0.1260 -0.3591 0.5268 0.433
H -7.08556 -24.39096 12.94090 0.3653 -0.1964 -0.2536 0.242
H -9.10953 -22.78676 11.97279 0.2217 0.0267 -0.1982 0.058
H -8.14356 -21.56783 12.86105 0.2323 0.1469 -0.6235 0.597
H -8.75313 -22.89248 13.66846 0.1418 -0.5757 0.0974 0.186
H -6.30585 -23.52866 8.58682 -0.3953 -0.0366 0.6004 0.124
H -5.75928 -25.18585 8.68960 0.2422 -0.0428 0.0428 0.236
H -4.62928 -23.79949 8.77786 0.2407 -0.4186 0.2729 0.344
O -4.96431 -27.00233 15.54249 -1.5751 -1.1567 2.2874 -0.539
C -5.43449 -27.73420 16.42677 0.7418 0.4813 -2.6314 0.812
O -6.73402 -27.88282 16.73025 0.6926 0.3257 -0.1318 -0.431
C -7.68318 -26.98022 16.17796 -1.1388 0.6677 1.1242 0.558
C -7.56727 -25.55188 16.73664 0.0583 -0.0027 0.1158 -1.085
C -4.59004 -28.69752 17.19324 0.5811 0.4552 0.4594 -1.182
H -8.60714 -27.34681 16.62519 -0.1065 -0.1750 -0.3465 -0.025
H -7.82549 -27.05207 15.09969 0.7059 0.0193 -0.0493 0.039
H -6.59796 -25.06058 16.65208 -0.0313 -0.1322 -0.5579 0.397
H -7.79565 -25.50962 17.80161 -0.0076 -0.4505 0.1591 0.366
H -8.35855 -24.94517 16.29632 0.1661 0.1519 -0.3447 0.113
H -4.75924 -28.56076 18.26130 0.0789 0.0642 0.0598 0.321
H -3.57493 -28.40302 16.92694 0.0775 -0.4393 0.2472 0.342
H -4.77307 -29.75439 16.99925 -0.1571 0.1855 -0.3687 0.291
O -12.07782 -28.71868 20.59554 0.3812 0.1038 -0.9178 -0.546
C -12.89964 -28.09504 19.96838 0.1624 -1.3261 1.0758 0.703
O -13.27045 -28.35250 18.68620 0.1792 0.5338 0.5042 -0.370
C -12.36610 -29.04488 17.83444 1.5211 0.7761 -2.1040 0.147
C -12.53678 -30.51147 17.72384 -0.4727 -0.4613 1.4737 -1.366
C -13.77201 -27.09376 20.64407 -0.5969 0.5266 -0.9971 -0.998
H -11.32922 -28.73116 17.95506 -0.0286 0.0271 0.7583 0.374
H -12.55757 -28.72466 16.81028 -0.3963 0.8096 0.1481 0.155
H -13.59565 -30.57205 17.47240 -0.0237 -1.0028 0.0683 0.328
H -12.29037 -30.93779 18.69627 -0.4207 -0.4743 -0.0024 0.349
H -11.90138 -31.00700 16.98980 -0.1050 0.4380 -0.1986 0.356
H -13.32060 -26.56680 21.48469 0.2094 -0.3205 -0.2354 0.321
H -14.65347 -27.63501 20.98782 -0.0840 0.0842 0.0496 0.253
H -14.07826 -26.40703 19.85494 -0.3060 0.3189 0.3457 0.303
```
Forces are in eV/Å.

# 2
This record from the Open Molecules 2025 dataset describes CClNO6Zr as an isolated structure at a distorted geometry. The level of theory is the ωB97M-V functional and the def2-TZVPD basis.

As for the total charge: +1. The molar mass comes out at 248.7 u. The LUMO energy (spin up / spin down) comes out at -8.8 / -8.8 eV. The HOMO energy (spin up / spin down) comes out at -14.4 / -14.4 eV. For the orbital gap (spin up / spin down), the calculation gives 5.585 / 5.573 eV. Its expectation value of S² is 0.760. The spin multiplicity is 2.

Geometry as XYZ:
```
10
Properties=species:S:1:pos:R:3:forces:R:3:nbo_charge:R:1
Zr -1.86519 0.25496 -0.24953 10.3507 -0.2048 -0.3496 2.400
C 0.12441 1.69599 1.98501 0.7153 2.2381 1.7910 0.881
O -0.53404 0.90383 1.34816 -8.0940 -7.6388 -7.4642 -0.774
O 1.23195 1.44341 2.31127 5.2301 -0.6771 1.4487 -0.314
O -0.39705 2.70078 2.37135 -1.4532 4.4095 1.5916 -0.365
Cl -0.11238 1.40353 -1.54401 -3.0946 -0.8234 1.1261 -0.245
N 0.37148 -2.17566 -1.54920 5.0693 -0.3655 -4.9069 0.694
O 0.41211 -2.12457 -2.82882 -1.6286 -0.0282 3.6670 -0.355
O -0.51101 -1.44295 -0.93522 -5.0939 2.8682 2.7109 -0.648
O 1.27972 -2.65928 -0.90904 -2.0012 0.2220 0.3854 -0.273
```
Forces are in eV/Å.

# 3
This record from the Open Molecules 2025 dataset describes C25H37CoO2 as an isolated structure at a distorted geometry. The level of theory is the ωB97M-V functional and the def2-TZVPD basis.

The molar mass comes out at 428.5 u. The LUMO energy (spin up / spin down) comes out at 0.7 / -1.2 eV. The HOMO energy (spin up / spin down) comes out at -7.2 / -7.8 eV. The energy relative to the best compared isomer or geometry (same formula, charge and spin) is 10.25 kcal/mol. For the orbital gap (spin up / spin down), the calculation gives 7.910 / 6.618 eV. Its expectation value of S² is 6.060. The spin multiplicity is 5.

Geometry as XYZ:
```
65
Properties=species:S:1:pos:R:3:forces:R:3:nbo_charge:R:1
O -0.63812 -4.78742 -0.60228 -0.6602 0.5319 1.4183 -0.569
C -1.20780 -3.76808 0.32924 0.3919 0.5756 -0.5631 -0.096
C -1.30271 -4.77297 1.47346 0.0310 0.4161 -1.0583 -0.460
H -2.11750 -3.27300 -0.04281 0.4445 -0.4301 0.2707 0.202
H -0.51516 -2.93223 0.45955 0.1742 -0.5247 0.3795 0.200
C -0.37159 -5.63435 0.57269 0.0168 0.1168 0.5951 0.269
H -2.33098 -5.15306 1.48796 0.3091 -0.2180 0.4335 0.205
H -0.94214 -4.40927 2.43763 -0.1028 -0.3401 -0.0475 0.215
C -0.78855 -7.07531 0.37862 0.1237 -0.1560 -0.2599 -0.627
H -1.80715 -7.16005 -0.00639 0.0185 0.1277 0.1077 0.216
H -0.71350 -7.64305 1.31935 -0.0010 0.2598 -0.2533 0.216
H -0.12261 -7.53740 -0.35552 -0.0497 -0.0996 0.0470 0.214
C 1.11174 -5.54316 0.93115 0.1713 -0.0836 -0.0019 -0.632
H 1.45982 -4.50133 1.09524 -0.3337 -0.5874 -0.1045 0.214
H 1.67458 -5.98029 0.08808 -0.0586 0.2505 0.3507 0.218
H 1.33152 -6.14153 1.83551 -0.0974 0.2995 -0.3585 0.212
Co -1.18034 0.31299 -0.42764 -0.0353 -0.8118 0.1989 1.300
C 0.08078 0.57840 1.99069 -0.5757 -0.4559 0.7681 -0.173
C -0.84544 1.41494 1.29079 -1.2729 -0.5765 0.9753 -0.384
C -2.12601 0.69973 1.28260 0.4371 0.1914 1.6923 -0.486
H -0.72709 2.47457 1.08484 0.0453 -0.3590 -0.1846 0.259
C -1.91432 -0.54285 1.98964 0.1847 1.0173 0.0360 -0.195
C -0.57406 -0.58782 2.43636 0.1098 0.2634 -0.0828 -0.342
H -0.15686 -1.36766 3.07756 -0.0108 0.2408 -0.4831 0.222
H 1.09941 0.84618 2.22427 0.0743 -0.0332 -0.1301 0.218
H -3.08272 1.12378 1.00123 0.1474 -0.0745 0.1386 0.259
H -2.70149 -1.23389 2.27624 0.1807 -0.0398 -0.3262 0.224
C 0.55551 0.42301 -1.41755 0.4211 -1.1553 -1.3439 -0.385
C 1.42261 -0.36779 -0.57663 0.1824 -1.0929 -0.5322 -0.196
C 1.09013 -1.72888 -0.72716 0.3276 0.8238 0.1631 -0.287
H 2.24142 0.03300 0.02097 -0.3420 -0.1526 -0.1363 0.223
C -0.03580 -1.82426 -1.58944 0.7852 0.7604 -0.6190 -0.172
C -0.35863 -0.52362 -2.07980 1.5461 0.1076 -0.2478 -0.460
H -0.88228 -0.31460 -3.00446 -0.2407 0.0172 0.3526 0.257
H 0.75653 1.43272 -1.77649 -0.1584 -0.3712 0.2963 0.262
H 1.63819 -2.57131 -0.30570 -0.3915 0.3014 0.1118 0.217
H -0.49024 -2.73628 -1.94712 -0.0186 -0.0196 0.1532 0.237
O -3.77908 -2.55005 -1.66205 -1.6834 -1.4544 -0.5940 -0.548
C -3.47065 -3.96575 -1.72396 0.9403 -0.2628 0.4864 -0.074
C -4.66059 -4.80325 -2.17700 -0.0099 0.2721 0.4075 -0.435
H -3.22537 -4.32183 -0.70976 -0.0663 0.2761 -0.6343 0.175
H -2.57095 -4.12303 -2.34589 -0.3557 0.1451 0.1842 0.185
C -5.74819 -3.79443 -2.52504 0.1170 0.5332 0.4063 -0.435
H -4.97790 -5.37781 -1.30786 -0.0763 -0.2973 -0.2268 0.205
H -4.40139 -5.48971 -2.97839 -0.0502 0.0528 -0.0912 0.217
C -5.09081 -2.40516 -2.30919 0.2761 0.6393 -0.3604 -0.071
H -6.57547 -3.89122 -1.81337 -0.0181 -0.0609 -0.3935 0.208
H -6.10647 -3.93548 -3.54564 -0.1079 0.2190 0.1410 0.218
H -5.74111 -1.75410 -1.69011 0.5606 -0.2735 -0.2567 0.185
H -4.91709 -1.90259 -3.28143 -0.1225 -0.1443 0.4546 0.175
C -3.57358 4.66585 -2.67266 -0.3758 0.0582 -0.0151 -0.585
C -2.13206 4.24685 -2.40571 0.1469 0.1146 -0.3721 -0.185
C -1.35202 4.37859 -3.72103 0.1983 0.0258 -0.2769 -0.584
C -1.49106 5.19525 -1.38217 0.1235 0.0640 0.2940 -0.584
C -2.05264 2.85768 -1.90952 0.5028 -0.3817 0.8957 0.033
C -1.81160 1.81305 -1.30550 -1.5724 2.2751 -1.9705 -0.571
H -3.61906 5.68831 -3.06232 0.1108 -0.0637 0.0819 0.204
H -4.17776 4.61873 -1.76927 -0.0177 0.0044 0.1257 0.212
H -4.04194 4.01700 -3.41226 0.0348 -0.0838 -0.0290 0.212
H -1.34632 5.43547 -4.03850 -0.0190 -0.3664 0.0255 0.201
H -0.30934 4.05545 -3.58811 -0.2819 0.0549 -0.0782 0.210
H -1.81649 3.76949 -4.51170 0.2015 0.1839 0.2241 0.212
H -2.01713 5.17216 -0.42403 -0.0388 -0.0259 -0.1061 0.212
H -0.45082 4.91725 -1.18753 -0.0887 -0.0463 -0.0694 0.209
H -1.48936 6.22822 -1.75269 -0.1012 -0.1768 -0.0083 0.204
```
Forces are in eV/Å.